{
  "formula": "CH6N4",
  "method": "ωB97M-V/def2-TZVPD",
  "elements": ["N", "N", "N", "N", "C", "H", "H", "H", "H", "H", "H"],
  "positions_angstrom": [[-0.016852, 0.426953, 0.870282], [0.674012, 0.869187, 1.954535], [-1.399492, -0.354565, -1.181180], [-0.019770, -0.428476, -1.333476], [0.593288, -0.074212, -0.107825], [1.771824, 0.902953, 1.673577], [-1.917538, -0.532088, -2.065263], [1.690271, -0.204756, -0.067227], [-1.806669, -0.990301, -0.517173], [0.231615, 1.825990, 2.233904], [0.199313, -1.440686, -1.460155]],
  "forces_ev_per_a": [[-1.2, 0.0, -0.9], [2.4, 1.7, 0.2], [-2.6, 0.7, -1.6], [0.4, -2.2, 0.9], [0.9, 0.4, 0.2], [-3.0, 0.6, 1.3], [1.1, 0.4, 0.7], [-0.3, 0.0, -0.3], [0.3, -0.3, 0.7], [1.6, -2.3, -0.7], [0.5, 0.9, -0.3]],
  "mulliken_charge": [-0.13, -0.57, -0.48, -0.22, -0.06, 0.24, 0.25, 0.25, 0.19, 0.27, 0.25],
  "relative_energy_kcal_mol": 50.9,
  "charge": 0,
  "largest_force_ev_per_a": 3.36,
  "lumo_energy_ev": 1.10,
  "homo_ha": -0.305,
  "gap_ha": 0.3454,
  "smiles": "N/N=C/NN"
}



{
  "formula": "C7H13NO4S2",
  "method": "ωB97M-V/def2-TZVPD",
  "elements": ["S", "S", "O", "O", "O", "O", "N", "C", "C", "C", "C", "C", "C", "C", "H", "H", "H", "H", "H", "H", "H", "H", "H", "H", "H", "H", "H"],
  "positions_angstrom": [[-0.837962, -1.778137, 1.876512], [-0.332440, 0.547748, -1.376236], [0.483008, -0.299161, -0.030651], [-1.659133, -1.042393, 0.990220], [-0.051079, -2.981939, 0.998419], [-1.285469, -2.548599, 2.974810], [0.900129, 1.189235, -2.243770], [1.027636, -1.434013, -0.672377], [-0.831917, 2.805622, 0.210096], [-1.191733, 1.660964, -0.182145], [0.121980, 0.489145, 2.474806], [0.524295, -0.750255, 2.568743], [-1.434532, -0.030140, -2.423483], [0.095645, -2.602950, -0.457420], [-1.044951, -0.544885, -3.285760], [1.240302, -1.142362, -1.670259], [0.571524, 1.385890, 2.902723], [-0.946510, 0.576000, 2.005931], [1.456957, -1.162639, 2.923330], [-0.900023, -2.422053, -0.747179], [1.435204, 1.786488, -1.606932], [-1.214076, 3.629369, 0.906310], [0.097829, 3.165180, -0.265356], [-2.142946, 1.067492, 0.024065], [1.999254, -1.764395, -0.265180], [-2.246422, -0.699191, -1.953033], [0.464682, -3.548636, -0.960198]],
  "forces_ev_per_a": [[4.0, -3.0, 0.4], [3.2, 3.5, -0.6], [0.0, 0.7, -2.2], [-1.6, 0.1, 0.0], [-0.2, 2.5, -1.0], [-1.2, -0.1, 0.7], [-2.5, -1.1, 1.5], [0.5, -1.2, 1.6], [2.5, 4.9, 0.7], [-3.6, -5.4, -1.4], [-2.4, 1.2, 0.3], [-1.3, -0.4, -1.0], [-1.7, -2.0, 1.6], [0.8, -2.1, 0.7], [0.6, 0.3, -0.3], [0.1, -0.5, -1.4], [0.2, -0.4, -0.2], [2.5, 0.6, 1.1], [-0.2, -0.3, 0.1], [-1.0, 0.3, -0.8], [0.0, -0.3, 0.1], [-0.2, -2.0, -1.0], [-0.2, -0.1, 0.3], [1.2, 1.2, 0.2], [-0.2, 0.7, 0.3], [1.1, 1.5, -0.4], [-0.3, 1.1, 0.7]],
  "mulliken_charge": [1.07, 0.89, -0.26, -0.52, -0.43, -0.72, -0.80, -0.59, -0.32, -0.42, -0.49, -0.24, -0.91, -0.39, 0.35, 0.58, 0.29, 0.22, 0.42, 0.30, 0.23, 0.28, 0.16, 0.32, 0.31, 0.29, 0.36],
  "relative_energy_kcal_mol": 102.2,
  "charge": 0,
  "largest_force_ev_per_a": 6.63,
  "lumo_energy_ev": 0.60,
  "homo_ha": -0.321,
  "gap_ha": 0.3436,
  "smiles": "C=CS(=O)(=O)OCCO[S@](=C)(=N)C=C"
}



{
  "formula": "CH24F3Na2O15S",
  "method": "ωB97M-V/def2-TZVPD",
  "elements": ["S", "Na", "Na", "F", "F", "F", "O", "O", "O", "O", "O", "O", "O", "O", "O", "O", "O", "O", "O", "O", "O", "C", "H", "H", "H", "H", "H", "H", "H", "H", "H", "H", "H", "H", "H", "H", "H", "H", "H", "H", "H", "H", "H", "H", "H", "H"],
  "positions_angstrom": [[8.990472, -4.839646, -1.546008], [8.479004, -7.437532, 0.912850], [11.977994, -4.648336, 0.421641], [6.736233, -3.907041, -0.377225], [7.814318, -2.528126, -1.679040], [8.603702, -2.932372, 0.255635], [10.253851, -0.956618, -1.452944], [10.226780, -4.242854, 2.174666], [10.258442, -1.292316, 2.391909], [5.492454, -6.693127, 0.128174], [4.954362, -3.904249, 1.690853], [11.289165, -7.552841, -0.348609], [6.056434, -5.737660, -2.652672], [9.289243, -5.641838, -5.393568], [9.386408, -0.586150, -4.315401], [4.285105, -3.740933, -1.932835], [12.117844, -3.116679, -2.916842], [7.139014, -3.594827, -4.856498], [8.623248, -4.924628, -2.941350], [8.671691, -6.014067, -0.740728], [10.402548, -4.480763, -1.416558], [7.922637, -3.468347, -0.746299], [6.192490, -6.440975, -0.486947], [4.315436, -3.765865, 0.978074], [5.182838, -4.098755, -1.910619], [8.665437, -0.071187, -4.690834], [6.229254, -3.559991, -4.549714], [10.498774, -0.596287, 3.014857], [10.977217, -1.042601, -2.091137], [5.414632, -5.671856, -3.367735], [11.369523, -3.653870, -2.640329], [5.667045, -3.292184, 1.495820], [9.401000, -3.766684, 2.299388], [6.904831, -5.853378, -3.097634], [9.166509, -4.719057, -5.633529], [4.037743, -3.758317, -2.861649], [5.192477, -5.855664, 0.508688], [11.149525, -7.155638, -1.219247], [11.773516, -8.367778, -0.529854], [12.554330, -3.637293, -3.599504], [8.930948, -5.712667, -4.489844], [10.685927, -0.719120, -0.625849], [9.024305, -0.958601, -3.504668], [9.296437, -1.256842, 2.352563], [10.759348, -4.005389, 2.943840], [7.670461, -3.695561, -4.050107]],
  "forces_ev_per_a": [[0.5, -0.4, 0.0], [-0.2, 0.1, -0.2], [-0.6, 0.1, -0.4], [0.3, 0.1, 0.2], [-0.7, -0.1, 0.1], [-0.3, -0.2, 0.9], [0.2, -0.2, 0.1], [0.5, -0.6, 0.0], [0.0, -0.1, 0.1], [0.7, -0.1, 0.4], [-0.1, -0.3, -0.1], [0.0, 0.2, 0.0], [0.0, -0.1, -0.1], [0.1, -0.5, 0.3], [0.0, -0.1, 0.0], [0.1, 0.2, 0.2], [0.5, 0.0, 0.0], [0.1, 0.1, 0.2], [-0.4, 0.3, 1.2], [-0.4, 0.0, 0.2], [-0.4, 0.1, 1.1], [1.7, 0.1, -2.1], [-0.4, 0.1, -0.4], [-0.1, 0.1, 0.1], [-0.2, -0.2, -0.2], [0.0, 0.0, 0.0], [0.0, 0.1, -0.1], [0.0, 0.0, -0.1], [-0.1, 0.0, -0.1], [-0.1, -0.3, 0.1], [-0.2, 0.0, 0.0], [-0.1, 0.1, 0.0], [0.1, 0.2, -0.2], [0.0, 0.1, -0.1], [-0.2, 0.0, 0.0], [-0.2, 0.1, 0.1], [0.0, -0.1, 0.1], [-0.2, -0.1, 0.0], [0.1, 0.0, 0.1], [0.0, 0.2, -0.1], [0.4, 0.2, -1.0], [-0.1, 0.1, 0.0], [0.0, 0.1, 0.1], [0.0, 0.2, -0.1], [-0.2, 0.1, 0.1], [-0.3, 0.1, -0.4]],
  "mulliken_charge": [0.38, 1.00, 0.93, -0.04, -0.21, -0.15, -0.56, -0.54, -0.59, -0.69, -0.68, -0.59, -0.58, -0.67, -0.62, -0.61, -0.65, -0.62, -0.50, -0.60, -0.57, 0.61, 0.27, 0.35, 0.30, 0.30, 0.25, 0.29, 0.30, 0.29, 0.43, 0.30, 0.24, 0.32, 0.30, 0.28, 0.41, 0.33, 0.30, 0.30, 0.45, 0.25, 0.31, 0.32, 0.32, 0.36],
  "relative_energy_kcal_mol": 0.0,
  "charge": 1,
  "largest_force_ev_per_a": 2.71,
  "lumo_energy_ev": -4.01,
  "homo_ha": -0.460,
  "gap_ha": 0.3124
}



{
  "formula": "C5H4O3",
  "method": "ωB97M-V/def2-TZVPD",
  "elements": ["O", "O", "O", "C", "C", "C", "C", "C", "H", "H", "H", "H"],
  "positions_angstrom": [[0.075331, 2.172028, -0.016870], [0.792676, -1.139961, -0.198604], [2.777472, 0.061549, -0.180609], [1.639346, -0.057463, 0.020343], [-1.443614, -0.195612, -0.018924], [-0.430982, 0.882886, -0.432748], [-0.599132, -1.201012, 0.137725], [0.563310, 0.791780, 0.536776], [-0.690468, -2.264454, 0.422360], [-0.603022, 0.713807, -1.546604], [-2.428050, -0.413066, -0.269400], [0.347130, 0.649516, 1.546560]],
  "forces_ev_per_a": [[-0.2, -2.6, 1.3], [1.3, -2.2, 0.4], [1.7, -0.8, -0.7], [-2.8, 0.8, 0.7], [1.7, 0.7, 0.5], [-4.5, 0.7, -2.1], [1.3, -2.6, 0.1], [2.8, 4.4, -1.9], [-0.9, 0.8, -0.6], [2.2, 0.7, 0.9], [-1.9, 0.2, 0.2], [-0.8, -0.1, 1.4]],
  "mulliken_charge": [-0.48, -0.36, -0.46, 0.50, -0.70, 0.34, -0.13, -0.14, 0.41, 0.30, 0.37, 0.35],
  "relative_energy_kcal_mol": 139.1,
  "charge": 0,
  "largest_force_ev_per_a": 5.58,
  "lumo_energy_ev": 0.81,
  "homo_ha": -0.365,
  "gap_ha": 0.3945,
  "smiles": "O=C1OC=C[C@H]2O[C@H]12"
}



{
  "formula": "C7H8N2O",
  "method": "ωB97M-V/def2-TZVPD",
  "elements": ["O", "N", "N", "C", "C", "C", "C", "C", "C", "C", "H", "H", "H", "H", "H", "H", "H", "H"],
  "positions_angstrom": [[1.975693, -2.283107, -0.397512], [-1.747647, 0.045292, 1.549696], [-2.058008, 0.089017, 0.041599], [-0.114501, 2.590334, -0.100882], [0.239185, -0.639131, -1.035204], [-0.797893, -0.297823, -0.266951], [0.768299, -0.955366, 1.322438], [1.363530, -1.012013, -0.079966], [-0.491696, -0.571028, 1.109507], [0.212316, 2.411955, -1.236837], [-2.446219, -0.452242, 2.178378], [0.423084, -0.775069, -2.105766], [1.322334, -1.309618, 2.284899], [1.569645, -2.433090, -1.284919], [2.280081, -0.265210, -0.256949], [-0.816797, 2.634578, 0.770763], [-2.410659, 0.893677, -0.405962], [0.729252, 2.328844, -2.086334]],
  "forces_ev_per_a": [[-1.3, 0.2, -1.2], [-0.2, 0.0, -0.6], [-1.7, -1.1, 1.0], [-2.4, 0.2, 1.5], [0.3, -0.4, -0.7], [1.8, -1.8, 0.2], [0.8, -1.0, 1.9], [2.3, 0.7, -0.4], [0.3, 0.9, 1.2], [-0.5, 0.7, 2.4], [1.1, 0.4, -1.6], [-0.4, 0.6, 0.3], [-1.2, 0.9, -2.1], [0.8, -0.5, 1.0], [-2.1, -0.9, 0.8], [1.6, 0.0, -1.0], [-0.7, 1.4, 0.2], [1.4, -0.4, -2.9]],
  "mulliken_charge": [-0.51, -0.37, -0.31, -0.30, -1.41, 0.57, -1.15, 0.68, 0.58, -0.50, 0.29, 0.50, 0.29, 0.35, 0.12, 0.34, 0.37, 0.47],
  "relative_energy_kcal_mol": 177.1,
  "charge": 0,
  "largest_force_ev_per_a": 3.22,
  "lumo_energy_ev": 0.81,
  "homo_ha": -0.288,
  "gap_ha": 0.3180,
  "smiles": "OC1C=c2[nH][nH]c2=C1.C#C"
}



{
  "formula": "C16H31F3P2Pd",
  "method": "ωB97M-V/def2-TZVPD",
  "elements": ["Pd", "P", "P", "F", "F", "F", "C", "C", "C", "C", "C", "C", "C", "C", "C", "C", "C", "C", "C", "C", "C", "C", "H", "H", "H", "H", "H", "H", "H", "H", "H", "H", "H", "H", "H", "H", "H", "H", "H", "H", "H", "H", "H", "H", "H", "H", "H", "H", "H", "H", "H", "H", "H"],
  "positions_angstrom": [[1.123769, 1.565979, 0.200539], [1.543105, 3.026090, -1.305911], [0.341757, 0.130229, -1.181887], [1.150533, 3.808888, 2.187198], [-0.844044, 3.400681, 1.405806], [0.056481, 2.027786, 2.897330], [-3.031526, -1.741739, 0.921150], [0.327708, 2.794404, 1.794537], [-0.097616, -2.390434, 2.143116], [-0.255285, 1.331629, -2.476249], [0.021651, -3.509749, 1.164805], [1.913837, -0.757665, -1.517338], [3.096384, 3.979627, -1.469061], [-2.538357, -1.580748, 2.159682], [2.614797, 0.919345, 1.541545], [-0.945414, -4.223210, 0.579216], [-0.996233, -1.114515, -1.400811], [-1.450149, -2.292998, 2.897160], [0.943936, 2.194844, -2.880589], [-3.152975, -2.993774, 0.112017], [-2.433428, -4.195860, 0.773522], [0.417348, 4.469934, -1.219078], [2.676305, -0.470248, -0.763750], [-1.237402, -1.673525, 3.784978], [-1.942775, -0.711310, -1.021896], [0.721771, -2.507619, 2.871037], [-2.728306, -4.215371, 1.829428], [0.730301, 5.220853, -1.958971], [-1.764828, -3.288703, 3.243902], [3.397593, 0.419480, 0.947379], [2.964942, 1.852133, 2.017768], [-3.472102, -0.872113, 0.431259], [0.100705, -1.415288, 1.674302], [0.660912, 2.968836, -3.602918], [3.840664, 3.483594, -2.105009], [-0.985464, 1.955291, -1.927470], [-2.942181, -0.731022, 2.710897], [-0.777732, -2.062830, -0.875691], [-0.609887, -5.008612, -0.118825], [2.898918, 4.996426, -1.848254], [1.730830, 1.559050, -3.308750], [3.522585, 4.108532, -0.466161], [-0.777955, 0.796043, -3.277532], [-2.727576, -2.874668, -0.898701], [-4.227875, -3.218691, -0.042668], [1.050856, -3.774529, 0.904177], [-1.167264, -1.296486, -2.483754], [-2.830297, -5.103453, 0.287454], [2.187586, 0.245363, 2.302264], [0.494251, 4.913896, -0.221481], [-0.617770, 4.180330, -1.427240], [2.286784, -0.477355, -2.507197], [1.738116, -1.846764, -1.475274]],
  "forces_ev_per_a": [[0.4, 0.0, 4.2], [-0.1, 2.9, -2.9], [-1.8, -1.5, -1.9], [-0.4, -1.2, -0.5], [0.8, -0.7, 0.5], [0.2, 0.6, -1.0], [-1.4, -1.0, -3.4], [-1.6, 1.3, 0.9], [-0.1, -0.1, 0.1], [0.6, -0.1, 0.5], [0.0, -0.2, -0.5], [0.1, -0.1, -0.2], [0.5, -0.2, -0.1], [1.3, 0.3, 2.7], [1.6, -0.7, 0.8], [0.7, -0.5, -0.2], [0.0, -0.3, 0.2], [0.6, 0.9, 0.4], [0.3, 0.3, 0.0], [0.8, -0.6, 0.8], [-0.9, -0.2, -0.2], [-0.2, -0.1, 0.1], [-0.5, -0.3, -0.6], [-0.3, -0.5, -0.2], [0.3, 0.1, -0.1], [-0.5, 0.1, 0.0], [0.0, -0.4, -0.3], [-0.1, -0.3, 0.1], [-0.1, 0.2, -0.1], [-0.2, 0.3, 0.4], [-0.2, -0.3, -0.4], [0.0, 0.1, 0.3], [0.1, -0.1, -0.1], [0.2, -0.2, 0.1], [-0.2, 0.1, 0.2], [0.1, -0.4, -0.3], [-0.2, 0.0, 0.0], [0.0, 0.5, -0.3], [-0.1, 0.5, 0.4], [-0.1, -0.6, 0.0], [-0.1, 0.4, 0.0], [0.0, -0.2, -0.2], [0.3, 0.3, -0.1], [-0.5, 0.4, 0.2], [0.3, 0.2, 0.1], [-0.3, 0.1, 0.0], [0.4, 0.0, 0.6], [0.0, 0.4, 0.4], [-0.1, 0.3, -0.5], [-0.2, 0.0, -0.2], [0.1, 0.1, 0.2], [0.0, -0.2, 0.1], [0.1, 0.4, -0.1]],
  "mulliken_charge": [-0.32, 1.35, 1.27, -0.19, -0.25, -0.20, -0.33, 0.33, 0.32, -0.95, -0.50, -1.31, -1.25, -0.15, -1.32, -0.35, -0.85, -1.17, -1.22, -0.32, -0.92, -1.57, 0.28, 0.48, 0.36, 0.52, 0.36, 0.49, 0.40, 0.45, 0.42, 0.59, -0.34, 0.48, 0.38, 0.33, 0.45, 0.13, 0.34, 0.42, 0.39, 0.37, 0.59, 0.34, 0.44, 0.43, 0.40, 0.44, 0.36, 0.44, 0.36, 0.43, 0.35],
  "relative_energy_kcal_mol": 3.9,
  "charge": 2,
  "largest_force_ev_per_a": 4.22,
  "lumo_energy_ev": [-6.74, -10.52],
  "spin_multiplicity": 5,
  "homo_ha": [-0.506, -0.574],
  "gap_ha": [0.2582, 0.1877]
}